# 1
ORCA calculation (ωB97M-V with the def2-TZVPD basis set) on the ion C3H2N3S with charge +1 at a distorted geometry.

Last column: Löwdin charge in e.
Geometry (Å):
C  1.31  -0.67  0.04  -0.31
C  1.19  0.79  -0.14  -0.34
C  -1.31  0.29  0.12  -0.41
N  -3.49  -0.58  -0.04  0.36
N  0.46  -1.53  0.02  0.32
N  -2.46  -0.09  -0.02  -0.11
S  -0.28  1.55  0.02  1.19
H  2.43  -1.01  0.29  0.22
H  2.14  1.24  -0.30  0.08

Values from the calculation:
total charge: +1
F_max: 6.797 eV/Å
Kohn-Sham gap (alpha / beta): 6.33 / 6.25 eV
highest occupied orbital energy (alpha / beta): -14.105 / -14.136 eV
energy relative to the best compared isomer or geometry (same formula, charge and spin): 113.1 kcal per mole
LUMO energy (alpha / beta): -7.78 / -7.89 eV
spin multiplicity: 1

---

# 2
ORCA calculation (ωB97M-V with the def2-TZVPD basis set) on the molecule C3H2N4 at a distorted geometry.

Last column: Löwdin charge in e.
Geometry (Å):
C  0.83  -0.80  -0.65  -0.08
C  -0.42  -0.51  -0.25  -0.10
C  -0.66  0.66  0.55  -0.25
N  1.74  0.20  -0.35  0.01
N  0.26  1.44  0.95  0.07
N  1.48  1.19  0.37  -0.04
N  -1.76  0.00  -0.01  0.18
H  1.00  -1.69  -1.16  0.08
H  -2.46  -0.49  0.55  0.12

Values from the calculation:
F_max: 4.356 eV/Å
Kohn-Sham gap: 9.92 eV
highest occupied orbital energy: -9.674 eV
energy relative to the best compared isomer or geometry (same formula, charge and spin): 132.9 kcal per mole
SMILES string: c1nnnc2c1N2
LUMO energy: 0.24 eV
spin multiplicity: 1

---

# 3
ORCA calculation (ωB97M-V with the def2-TZVPD basis set) on the molecule C3H2N4O at a distorted geometry.

Last column: Löwdin charge in e.
Geometry (Å):
C  -1.31  -0.05  0.10  -0.37
C  -0.60  1.10  -0.43  -0.10
C  1.44  -0.65  0.45  -0.20
H  -1.19  1.76  -1.11  0.14
H  1.87  -1.39  1.13  0.12
N  0.66  1.29  -0.35  0.05
N  1.52  0.61  0.59  0.09
N  0.63  -1.32  -0.53  0.04
N  -0.62  -1.24  -0.51  0.13
O  -2.41  -0.12  0.65  0.11

Values from the calculation:
F_max: 3.990 eV/Å
Kohn-Sham gap: 8.07 eV
highest occupied orbital energy: -9.825 eV
energy relative to the best compared isomer or geometry (same formula, charge and spin): 66.2 kcal per mole
SMILES string: O=c1cnncnn1
LUMO energy: -1.76 eV
spin multiplicity: 1

---

# 4
ORCA calculation (ωB97M-V with the def2-TZVPD basis set) on a structure of composition C3H2N4O at a distorted geometry.

Last column: Löwdin charge in e.
Geometry (Å):
C  1.22  -0.22  0.10  -0.35
C  0.75  1.21  -0.45  0.00
C  -1.60  -0.47  0.46  -0.28
H  1.34  1.78  -1.10  0.09
H  -2.86  -0.68  0.85  0.20
N  -0.53  1.42  -0.35  0.01
N  -1.33  0.86  0.62  0.05
N  -1.10  -1.25  -0.45  0.04
N  0.25  -1.19  -0.60  0.14
O  2.29  -0.39  0.64  0.11

Values from the calculation:
F_max: 7.879 eV/Å
Kohn-Sham gap: 8.19 eV
highest occupied orbital energy: -10.293 eV
energy relative to the best compared isomer or geometry (same formula, charge and spin): 102.9 kcal per mole
LUMO energy: -2.11 eV
spin multiplicity: 1

---

# 5
ORCA calculation (ωB97M-V with the def2-TZVPD basis set) on the molecule C3H2N4O at a distorted geometry.

Last column: Löwdin charge in e.
Geometry (Å):
C  -1.34  -0.12  -0.25  -0.47
C  0.35  1.51  0.14  -0.09
C  0.51  -1.38  0.22  -0.08
H  0.86  2.25  0.56  0.05
H  0.98  -2.08  0.91  0.12
N  -0.89  1.29  0.17  0.17
N  1.35  0.58  -0.69  0.07
N  1.48  -0.73  -0.70  0.05
N  -0.74  -1.06  0.35  0.16
O  -2.56  -0.25  -0.71  0.02

Values from the calculation:
F_max: 11.312 eV/Å
Kohn-Sham gap: 8.19 eV
highest occupied orbital energy: -9.924 eV
energy relative to the best compared isomer or geometry (same formula, charge and spin): 74.0 kcal per mole
SMILES string: O=c1ncnncn1
LUMO energy: -1.73 eV
spin multiplicity: 1

---

# 6
ORCA calculation (ωB97M-V with the def2-TZVPD basis set) on the molecule C3H2N4O at a distorted geometry.

Last column: Löwdin charge in e.
Geometry (Å):
C  1.30  -0.45  0.14  -0.38
C  0.56  0.66  -0.27  -0.03
C  -0.77  0.97  -0.16  -0.08
H  1.05  1.45  -0.73  0.10
H  -1.05  2.04  -0.35  0.12
N  -1.76  0.23  0.59  0.06
N  -1.59  -1.12  0.59  -0.01
N  -0.68  -1.81  -0.12  -0.02
N  0.56  -1.64  -0.46  0.15
O  2.38  -0.31  0.77  0.09

Values from the calculation:
F_max: 5.109 eV/Å
Kohn-Sham gap: 8.19 eV
highest occupied orbital energy: -10.201 eV
energy relative to the best compared isomer or geometry (same formula, charge and spin): 97.7 kcal per mole
SMILES string: O=c1ccnnnn1
LUMO energy: -2.02 eV
spin multiplicity: 1

---

# 7
ORCA calculation (ωB97M-V with the def2-TZVPD basis set) on the ion C3H2NO2S with charge -1 at a distorted geometry.

Last column: Löwdin charge in e.
Geometry (Å):
C  0.93  0.65  1.19  -0.36
C  0.77  -1.13  -0.64  0.04
C  0.10  0.06  0.29  -0.31
N  1.45  1.03  2.17  0.11
O  -1.51  0.79  -1.61  -0.55
O  -1.97  1.42  0.73  -0.57
S  -1.79  0.34  -0.25  0.61
H  0.20  -1.73  -1.40  0.02
H  1.83  -1.45  -0.49  0.02

Values from the calculation:
total charge: -1
F_max: 10.766 eV/Å
Kohn-Sham gap (alpha / beta): 7.51 / 7.47 eV
highest occupied orbital energy (alpha / beta): -4.153 / -4.134 eV
energy relative to the best compared isomer or geometry (same formula, charge and spin): 84.5 kcal per mole
LUMO energy (alpha / beta): 3.36 / 3.34 eV
spin multiplicity: 1

---

# 8
ORCA calculation (ωB97M-V with the def2-TZVPD basis set) on a cluster of 2 separate species, C3H2NO3 in total at a distorted geometry.

Last column: Löwdin charge in e.
Geometry (Å):
C  2.50  0.50  -0.07  -0.35
C  -2.32  0.62  0.16  -0.16
C  -0.41  -0.85  -0.11  0.20
N  -1.35  -0.01  -0.12  0.20
O  3.49  0.54  0.46  0.32
O  -3.19  1.30  0.36  0.37
O  1.42  0.47  -0.55  0.15
H  -0.09  -1.41  0.86  0.19
H  -0.05  -1.15  -1.00  0.08

Values from the calculation:
total charge: +1
F_max: 4.560 eV/Å
Kohn-Sham gap: 10.15 eV
highest occupied orbital energy: -17.306 eV
energy relative to the best compared isomer or geometry (same formula, charge and spin): 3.7 kcal per mole
LUMO energy: -7.16 eV
spin multiplicity: 1

---

# 9
ORCA calculation (ωB97M-V with the def2-TZVPD basis set) on the ion C3H2NOS2 with charge -1 at a distorted geometry.

Last column: Löwdin charge in e.
Geometry (Å):
C  -0.73  -0.19  1.44  -0.84
C  0.74  0.61  -0.21  -0.61
C  0.40  -0.21  -1.29  -0.64
N  0.40  0.27  1.04  0.05
O  1.38  1.68  -0.53  -0.02
S  -2.26  -0.55  0.92  0.41
S  0.73  -1.73  -1.67  0.66
H  -0.81  -0.24  2.44  -0.04
H  0.15  0.35  -2.14  0.03

Values from the calculation:
total charge: -1
F_max: 4.505 eV/Å
Kohn-Sham gap: 6.75 eV
highest occupied orbital energy: -3.998 eV
energy relative to the best compared isomer or geometry (same formula, charge and spin): 59.9 kcal per mole
SMILES string: [O-]/C(C=S)=N/C=S
LUMO energy: 2.75 eV
spin multiplicity: 1

---

# 10
ORCA calculation (ωB97M-V with the def2-TZVPD basis set) on a cluster of 2 separate species, C3H2NOS2 in total at a distorted geometry.

Last column: Löwdin charge in e.
Geometry (Å):
C  1.91  0.07  -0.02  -0.55
C  -0.09  0.84  -0.57  -1.05
C  -0.37  -0.45  -0.49  -0.44
N  1.27  1.09  -0.37  -0.07
O  -2.57  -1.45  0.69  -0.28
S  -1.05  2.04  -1.26  0.57
S  0.92  -1.30  0.25  0.89
H  2.86  0.16  0.29  0.01
H  -2.88  -1.01  1.48  -0.09

Values from the calculation:
total charge: -1
F_max: 4.973 eV/Å
Kohn-Sham gap (alpha / beta): 6.48 / 6.74 eV
highest occupied orbital energy (alpha / beta): -4.166 / -3.797 eV
energy relative to the best compared isomer or geometry (same formula, charge and spin): 145.2 kcal per mole
LUMO energy (alpha / beta): 2.32 / 2.95 eV
spin multiplicity: 1

---

# 11
ORCA calculation (ωB97M-V with the def2-TZVPD basis set) on the ion C3H2NS2 with charge -1 at a distorted geometry.

Last column: Löwdin charge in e.
Geometry (Å):
C  0.50  0.21  1.31  -0.36
C  -0.61  0.75  -0.86  -0.02
C  0.17  0.13  2.74  -1.39
N  -0.17  0.41  0.24  -0.08
S  1.52  -0.53  3.52  0.41
S  -1.32  0.78  3.25  0.37
H  1.58  -0.15  1.23  0.07
H  -0.87  -0.16  -1.41  0.00

Values from the calculation:
total charge: -1
F_max: 2.435 eV/Å
Kohn-Sham gap: 7.32 eV
highest occupied orbital energy: -3.817 eV
energy relative to the best compared isomer or geometry (same formula, charge and spin): 59.3 kcal per mole
LUMO energy: 3.51 eV
spin multiplicity: 1

---

# 12
ORCA calculation (ωB97M-V with the def2-TZVPD basis set) on a cluster of 2 separate species, C3H2O2 in total at a distorted geometry.

Last column: Löwdin charge in e.
Geometry (Å):
C  0.71  -0.70  1.08  0.24
C  -0.34  -0.02  -1.09  0.03
C  -1.60  -0.75  -1.19  -0.56
O  -2.21  -1.68  -1.47  0.20
O  -1.64  0.46  -0.63  0.05
H  -0.01  -0.47  1.88  -0.11
H  0.43  0.75  -1.65  0.15

Values from the calculation:
F_max: 4.187 eV/Å
Kohn-Sham gap (alpha / beta): 7.50 / 7.39 eV
highest occupied orbital energy (alpha / beta): -8.819 / -8.958 eV
energy relative to the best compared isomer or geometry (same formula, charge and spin): 194.6 kcal per mole
LUMO energy (alpha / beta): -1.32 / -1.57 eV
spin multiplicity: 1